Below is 40 unconnected molecules or ions with the total composition H80O40 in a non-equilibrium geometry, with properties calculated with wB97M-V/def2-TZVPD.

Each atom is followed by the atoms it is bonded to, with distances in Å.
Cartesian coordinates (Å):
1 H 1.669 2.609 2.191  O3 0.953
2 H 2.548 3.462 1.329  O3 0.952
3 O 1.639 3.212 1.454  H1 0.953, H2 0.952
4 H -3.309 -0.805 3.770  O6 0.944
5 H -4.568 -1.510 4.248  O6 0.920
6 O -3.870 -0.973 4.510  H4 0.944, H5 0.920
7 H 1.582 3.568 -1.839  O9 0.997
8 H 0.705 2.468 -0.956  O9 0.980
9 O 1.322 2.615 -1.704  H7 0.997, H8 0.980
10 H -2.778 0.897 -5.766  O12 0.980
11 H -2.384 1.917 -4.638  O12 0.969
12 O -2.946 1.798 -5.418  H10 0.980, H11 0.969
13 H 1.918 2.290 4.673  O15 0.962
14 H 2.718 1.473 3.650  O15 0.951
15 O 2.370 2.341 3.825  H13 0.962, H14 0.951
16 H -3.309 0.938 -1.187  O17 0.944
17 O -2.549 1.463 -0.991  H16 0.944, H95 0.987
18 H 5.172 -0.284 2.492  O19 0.949
19 O 5.099 -0.158 3.430  H18 0.949, H97 0.947
20 H -0.391 -1.264 -3.796  O22 1.089
21 H -0.945 -1.454 -2.364  O22 0.962
22 O -1.128 -1.832 -3.230  H20 1.089, H21 0.962
23 H -3.286 -3.268 4.810  O25 0.969
24 H -2.138 -4.211 4.560  O25 0.946
25 O -2.956 -4.151 5.032  H23 0.969, H24 0.946
26 H 1.841 -5.502 1.033  O28 0.962
27 H 2.356 -4.241 0.193  O28 0.952
28 O 2.234 -4.623 1.057  H26 0.962, H27 0.952
29 H -3.277 1.439 2.774  O31 1.001
30 H -3.370 0.050 1.909  O31 0.962
31 O -2.786 0.686 2.334  H29 1.001, H30 0.962
32 H 4.298 -2.947 -1.005  O33 0.965
33 O 3.421 -3.097 -0.631  H32 0.965, H98 0.980
34 H 1.291 -3.350 3.037  O36 1.021
35 H 1.850 -2.152 2.030  O36 0.955
36 O 1.202 -2.394 2.690  H34 1.021, H35 0.955
37 H -1.709 2.847 3.113  O39 0.939
38 H -2.678 3.139 4.311  O39 0.939
39 O -2.598 2.967 3.392  H37 0.939, H38 0.939
40 H 2.148 0.212 -1.761  O42 0.959
41 H 1.792 0.299 -0.451  O42 0.982
42 O 2.636 0.173 -0.937  H40 0.959, H41 0.982
43 H -4.882 3.377 -0.484  O45 0.951
44 H -5.451 2.123 -0.768  O45 0.933
45 O -4.844 2.711 -1.161  H43 0.951, H44 0.933
46 H -5.847 -2.414 1.485  O48 0.943
47 H -4.848 -3.252 2.230  O48 0.925
48 O -5.502 -2.606 2.342  H46 0.943, H47 0.925
49 H -2.174 -2.839 -4.216  O51 1.006
50 H -1.183 -4.016 -4.319  O51 0.982
51 O -1.845 -3.536 -4.862  H49 1.006, H50 0.982
52 H 4.234 -1.862 -4.675  O53 0.953
53 O 4.086 -1.416 -3.846  H52 0.953, H94 0.972
54 H -0.822 -0.298 -5.362  O56 0.926
55 H -1.186 -1.627 -6.010  O56 0.949
56 O -0.478 -1.020 -5.829  H54 0.926, H55 0.949
57 H -1.436 -4.251 -1.461  O58 0.954
58 O -2.370 -4.119 -1.607  H57 0.954, H96 0.950
59 H -0.152 2.342 -3.608  O61 0.956
60 H -1.134 1.805 -2.530  O61 0.961
61 O -1.021 1.967 -3.470  H59 0.956, H60 0.961
62 H 1.927 -1.587 -4.286  O64 0.964
63 H 1.227 -0.300 -3.496  O64 0.987
64 O 1.123 -1.109 -4.052  H62 0.964, H63 0.987
65 H -4.348 -2.510 -0.677  O67 0.954
66 H -3.577 -3.711 -0.211  O67 0.933
67 O -4.190 -3.070 0.080  H65 0.954, H66 0.933
68 H 4.056 -0.470 0.282  O70 0.981
69 H 3.992 -1.916 1.061  O70 0.921
70 O 4.471 -1.317 0.551  H68 0.981, H69 0.921
71 H -0.501 0.901 4.127  O73 0.936
72 H -0.065 2.344 4.107  O73 0.982
73 O -0.304 1.606 4.710  H71 0.936, H72 0.982
74 H -0.584 0.227 1.398  O76 0.996
75 H -0.309 1.201 0.171  O76 1.018
76 O 0.158 0.666 0.901  H74 0.996, H75 1.018
77 H -0.955 4.236 1.054  O79 0.971
78 H 0.004 4.956 1.859  O79 0.970
79 O -0.386 5.019 0.974  H77 0.971, H78 0.970
80 H 2.389 4.273 -4.151  O82 1.002
81 H 1.260 4.764 -3.341  O82 0.997
82 O 2.207 4.492 -3.191  H80 1.002, H81 0.997
83 H -5.599 1.235 2.411  O85 0.929
84 H -5.252 2.679 2.231  O85 0.946
85 O -5.403 1.871 1.763  H83 0.929, H84 0.946
86 H 0.183 1.727 -5.972  O88 0.922
87 H 0.934 0.314 -5.922  O88 1.010
88 O 0.977 1.310 -5.760  H86 0.922, H87 1.010
89 H 5.163 1.314 0.500  O90 0.915
90 O 4.498 1.845 0.836  H89 0.915, H99 0.946
91 H 3.398 -3.337 3.329  O93 0.955
92 H 2.581 -4.494 2.981  O93 0.997
93 O 2.780 -3.917 3.769  H91 0.955, H92 0.997
94 H 4.547 -0.561 -3.859  O53 0.972
95 H -2.830 2.389 -0.804  O17 0.987
96 H -2.452 -3.449 -2.276  O58 0.950
97 H 5.279 0.763 3.561  O19 0.947
98 H 3.120 -2.170 -0.731  O33 0.980
99 H 4.324 2.724 1.138  O90 0.946
100 O -1.169 -2.476 3.561  H101 0.942, H102 0.934
101 H -0.638 -1.710 3.700  O100 0.942
102 H -0.990 -3.228 3.036  O100 0.934
103 O -0.329 4.850 -2.105  H104 0.939, H105 0.943
104 H -0.921 5.449 -2.519  O103 0.939
105 H -0.345 4.731 -1.171  O103 0.943
106 O 2.637 -0.339 4.916  H107 0.995, H108 1.033
107 H 3.240 -0.951 5.418  O106 0.995
108 H 2.236 -0.978 4.210  O106 1.033
109 O 4.268 2.264 -4.293  H110 1.015, H111 0.944
110 H 4.458 1.373 -3.846  O109 1.015
111 H 3.345 2.074 -4.360  O109 0.944
112 O -0.120 -1.877 5.869  H113 1.003, H114 0.953
113 H -0.569 -2.769 5.769  O112 1.003
114 H -0.019 -1.617 6.780  O112 0.953
115 O 5.019 0.732 -2.270  H116 0.951, H117 0.962
116 H 4.522 1.302 -1.694  O115 0.951
117 H 5.235 0.009 -1.672  O115 0.962
118 O -5.317 -0.642 -2.486  H119 0.928, H120 0.963
119 H -4.977 0.201 -2.676  O118 0.928
120 H -6.137 -0.929 -2.901  O118 0.963

The frontier orbital gap comes out at 0.3704 Eh. The LUMO energy is -0.020 hartree. Its molar mass is 720.6 g/mol. As for the total charge: 0. The calculation puts the energy above the lowest of the compared OMol25 structures with the same formula, charge and spin at 247.4 kcal per mole. As for the max |F|: 4.63 eV Å⁻¹. The HOMO energy comes out at -0.3908 hartree.

=====

Below is 40 unconnected molecules or ions with the total composition H80O40 in a non-equilibrium geometry, with properties calculated with wB97M-V/def2-TZVPD.

Each atom is followed by the atoms it is bonded to, with distances in Å.
Cartesian coordinates (Å):
1 H -3.334 -0.281 -4.459  O3 1.013
2 H -4.756 0.458 -4.989  O3 0.987
3 O -3.789 0.322 -5.133  H1 1.013, H2 0.987
4 H 2.699 0.356 1.296  O6 1.004
5 H 3.938 0.660 2.473  O6 1.041
6 O 3.174 0.046 2.125  H4 1.004, H5 1.041
7 H -2.257 3.090 1.965  O9 0.990
8 H -2.243 4.342 1.219  O9 0.899
9 O -1.987 4.041 2.026  H7 0.990, H8 0.899
10 H -1.283 1.064 -2.039  O12 0.895
11 H -2.821 1.281 -1.571  O12 1.056
12 O -1.823 1.623 -1.595  H10 0.895, H11 1.056
13 H -2.981 2.094 3.930  O15 0.931
14 H -3.960 0.763 3.716  O15 1.017
15 O -3.787 1.758 3.605  H13 0.931, H14 1.017
16 H -2.238 -2.200 1.161  O17 1.021
17 O -2.393 -2.022 0.168  H16 1.021, H95 1.016
18 H 0.756 4.558 3.757  O19 0.905
19 O 1.494 4.166 4.102  H18 0.905, H97 0.887
20 H -1.136 2.100 0.040  O22 0.951
21 H -0.718 0.761 0.629  O22 0.959
22 O -0.947 1.662 0.862  H20 0.951, H21 0.959
23 H -0.201 -2.771 1.157  O25 0.935
24 H 1.227 -1.966 1.156  O25 0.984
25 O 0.283 -2.020 1.431  H23 0.935, H24 0.984
26 H 2.437 0.784 -2.644  O28 0.999
27 H 2.393 -0.604 -2.770  O28 0.940
28 O 3.045 0.008 -2.484  H26 0.999, H27 0.940
29 H -1.019 2.053 2.736  O31 0.871
30 H -0.848 3.025 3.843  O31 0.907
31 O -0.511 2.313 3.394  H29 0.871, H30 0.907
32 H -0.034 -1.612 -1.676  O33 0.922
33 O -0.824 -2.087 -1.648  H32 0.922, H98 1.052
34 H -5.350 1.223 -0.847  O36 0.934
35 H -6.317 0.457 -0.252  O36 0.865
36 O -6.271 1.074 -0.855  H34 0.934, H35 0.865
37 H 4.835 0.108 -0.239  O39 0.918
38 H 5.558 -0.585 0.999  O39 0.993
39 O 5.575 0.123 0.304  H37 0.918, H38 0.993
40 H 1.181 -4.672 1.721  O42 1.006
41 H 2.446 -4.657 1.024  O42 0.813
42 O 1.656 -4.651 0.835  H40 1.006, H41 0.813
43 H -2.576 -1.502 -2.807  O45 0.867
44 H -2.899 -0.598 -1.393  O45 1.077
45 O -2.798 -0.742 -2.455  H43 0.867, H44 1.077
46 H 4.862 2.930 -0.729  O48 0.959
47 H 3.635 2.423 -1.381  O48 0.980
48 O 4.116 3.263 -1.232  H46 0.959, H47 0.980
49 H 2.221 0.465 -5.522  O51 0.952
50 H 0.749 0.331 -5.366  O51 0.942
51 O 1.414 0.969 -5.559  H49 0.952, H50 0.942
52 H 1.944 -3.587 3.902  O53 1.014
53 O 2.771 -4.092 3.605  H52 1.014, H94 0.950
54 H 2.077 0.158 -0.569  O56 1.091
55 H 0.689 0.460 -0.921  O56 0.964
56 O 1.073 -0.190 -0.322  H54 1.091, H55 0.964
57 H -4.366 -4.419 0.012  O58 0.933
58 O -4.721 -3.829 -0.618  H57 0.933, H96 0.774
59 H -1.927 -4.680 -0.360  O61 0.899
60 H -2.070 -6.307 -0.117  O61 0.849
61 O -2.172 -5.471 -0.010  H59 0.899, H60 0.849
62 H 3.616 -1.532 2.433  O64 1.025
63 H 5.074 -1.907 2.874  O64 1.041
64 O 4.332 -2.234 2.221  H62 1.025, H63 1.041
65 H 1.314 -0.949 6.552  O67 0.928
66 H 1.960 0.311 6.180  O67 0.936
67 O 1.954 -0.602 5.976  H65 0.928, H66 0.936
68 H 1.198 0.894 -3.562  O70 1.001
69 H 0.854 -0.579 -3.215  O70 1.001
70 O 0.703 0.353 -2.881  H68 1.001, H69 1.001
71 H -0.711 -0.172 3.611  O73 0.894
72 H -1.299 -1.027 2.516  O73 0.879
73 O -1.433 -0.442 3.158  H71 0.894, H72 0.879
74 H -0.357 4.477 -0.068  O76 0.853
75 H -0.912 5.660 -0.807  O76 0.989
76 O -1.095 4.810 -0.336  H74 0.853, H75 0.989
77 H -1.353 -5.463 1.843  O79 0.920
78 H -1.289 -4.123 2.541  O79 1.016
79 O -1.148 -5.121 2.673  H77 0.920, H78 1.016
80 H -5.324 0.039 1.342  O82 0.962
81 H -6.071 0.884 2.183  O82 0.855
82 O -5.795 0.075 2.180  H80 0.962, H81 0.855
83 H 3.845 4.290 2.559  O85 1.046
84 H 3.577 3.428 1.328  O85 1.083
85 O 4.023 4.393 1.534  H83 1.046, H84 1.083
86 H -1.860 -1.298 -5.545  O88 0.945
87 H -0.356 -1.938 -5.845  O88 0.905
88 O -1.090 -1.804 -5.334  H86 0.945, H87 0.905
89 H -3.264 1.338 0.966  O90 0.911
90 O -3.668 0.754 0.394  H89 0.911, H99 1.037
91 H 1.222 3.594 -0.895  O93 0.924
92 H 2.578 4.259 -1.116  O93 0.958
93 O 1.662 4.236 -1.393  H91 0.924, H92 0.958
94 H 3.255 -3.702 4.323  O53 0.950
95 H -3.197 -2.630 0.046  O17 1.016
96 H -5.436 -3.643 -0.848  O58 0.774
97 H 1.530 4.229 4.986  O19 0.887
98 H -0.645 -2.896 -2.295  O33 1.052
99 H -3.420 -0.166 0.804  O90 1.037
100 O 1.905 -3.111 -0.983  H101 0.948, H102 0.945
101 H 2.677 -2.560 -0.972  O100 0.948
102 H 1.931 -3.919 -0.494  O100 0.945
103 O -1.840 4.830 -3.062  H104 1.065, H105 1.083
104 H -2.269 3.974 -3.527  O103 1.065
105 H -1.148 4.418 -2.337  O103 1.083
106 O 1.301 -2.934 -3.483  H107 0.972, H108 1.006
107 H 0.512 -2.474 -3.150  O106 0.972
108 H 1.644 -3.511 -2.734  O106 1.006
109 O 1.283 5.263 -4.359  H110 1.062, H111 1.015
110 H 1.801 4.355 -4.544  O109 1.062
111 H 1.685 5.443 -3.444  O109 1.015
112 O 1.497 2.789 0.954  H113 1.053, H114 1.042
113 H 1.536 3.408 1.805  O112 1.053
114 H 0.546 2.586 1.329  O112 1.042
115 O 0.996 -2.456 4.253  H116 0.952, H117 1.030
116 H 0.254 -2.630 3.683  O115 0.952
117 H 1.264 -1.476 4.418  O115 1.030
118 O 3.766 -3.424 -3.730  H119 0.898, H120 1.039
119 H 3.624 -3.160 -2.884  O118 0.898
120 H 3.169 -2.971 -4.451  O118 1.039

The frontier orbital gap comes out at 0.3377 Eh. The LUMO energy is -0.029 hartree. Its molar mass is 720.6 g/mol. As for the total charge: 0. The calculation puts the energy above the lowest of the compared OMol25 structures with the same formula, charge and spin at 471.7 kcal per mole. As for the max |F|: 19.84 eV Å⁻¹. The HOMO energy comes out at -0.3671 hartree.